[1]
Density functional theory data (wB97M-V/def2-TZVPD) for one molecule with the formula C2H7O2P at a distorted geometry.

Structure (ORCA input):
```
! wB97M-V def2-TZVPD RIJCOSX def2/J DEFGRID3
* xyz 0 3
C -1.563 0.950 -0.731
C -1.093 -0.244 0.016
O 0.366 -0.281 -0.438
O 1.258 -0.941 0.462
P 2.726 -0.196 0.656
H -0.875 1.719 -0.766
H -1.676 0.696 -1.785
H -2.486 1.300 -0.275
H -1.579 -1.228 -0.432
H -1.312 -0.183 1.025
H 2.636 -0.325 2.015
H 3.600 -1.267 0.253
*
```

The calculation puts the calculated total energy at -571.91437 Ha. For the energy relative to the best compared isomer or geometry (same formula, charge and spin), the calculation gives 404.9 kJ/mol. The value obtained for the HOMO-LUMO gap (alpha / beta) is 5.995 / 6.980 eV.


[2]
Density functional theory data (wB97M-V/def2-TZVPD) for one molecule with the formula C2H7O2PS at a distorted geometry.

Structure (ORCA input):
```
! wB97M-V def2-TZVPD RIJCOSX def2/J DEFGRID3
* xyz 0 1
C -0.806 -1.994 -0.289
O 0.559 -1.705 -0.458
P 1.169 -0.356 0.000
S 2.932 0.222 -0.404
O -0.116 0.877 -0.611
C -0.236 2.024 0.064
H -1.244 -0.958 -0.096
H -0.840 -2.501 0.737
H -1.274 -2.610 -1.169
H 0.767 -0.239 1.406
H 0.626 2.376 0.550
H -1.012 2.033 0.898
H -0.525 2.833 -0.627
*
```

The calculation puts the calculated total energy at -970.40241 Ha. For the energy relative to the best compared isomer or geometry (same formula, charge and spin), the calculation gives 71.7 kJ/mol. As for the SMILES: CO[PH](=S)OC. The value obtained for the HOMO-LUMO gap is 10.354 eV.


[3]
Density functional theory data (wB97M-V/def2-TZVPD) for C2H7O2PS2 as an isolated structure at a distorted geometry.

Structure (ORCA input):
```
! wB97M-V def2-TZVPD RIJCOSX def2/J DEFGRID3
* xyz 0 1
C -1.771 0.109 0.625
C 1.504 0.772 -0.744
O -2.222 -0.890 1.372
O 1.708 1.705 0.236
P 0.255 -0.600 -0.184
S 0.975 -1.747 1.222
S 0.241 -1.583 -2.128
H -2.558 0.565 -0.056
H -1.329 0.948 1.185
H 1.179 1.309 -1.693
H 2.446 0.244 -1.025
H -1.720 -1.046 2.211
H 2.357 1.338 1.010
H -1.067 -1.125 -2.031
*
```

The calculation puts the calculated total energy at -1368.55557 Ha. For the energy relative to the best compared isomer or geometry (same formula, charge and spin), the calculation gives 333.0 kJ/mol. The value obtained for the HOMO-LUMO gap is 8.790 eV.


Q: The lowest energy relative to the best compared isomer or geometry (same formula, charge and spin) belongs to which entry?
A: C2H7O2PS


Q: What is the formula in the first record?
A: C2H7O2P


Please write out number 1 again, unchanged.
Density functional theory data (wB97M-V/def2-TZVPD) for one molecule with the formula C2H7O2P at a distorted geometry.

Structure (ORCA input):
```
! wB97M-V def2-TZVPD RIJCOSX def2/J DEFGRID3
* xyz 0 3
C -1.563 0.950 -0.731
C -1.093 -0.244 0.016
O 0.366 -0.281 -0.438
O 1.258 -0.941 0.462
P 2.726 -0.196 0.656
H -0.875 1.719 -0.766
H -1.676 0.696 -1.785
H -2.486 1.300 -0.275
H -1.579 -1.228 -0.432
H -1.312 -0.183 1.025
H 2.636 -0.325 2.015
H 3.600 -1.267 0.253
*
```

The calculation puts the calculated total energy at -571.91437 Ha. For the energy relative to the best compared isomer or geometry (same formula, charge and spin), the calculation gives 404.9 kJ/mol. The value obtained for the HOMO-LUMO gap (alpha / beta) is 5.995 / 6.980 eV.